--- 1 ---
DFT (the ωB97M-V functional and the def2-TZVPD basis) results for a cluster of 2 separate species, C3H9PS3 in total.

For the gap between HOMO and LUMO (alpha / beta), the calculation gives 7.46 / 6.10 eV.

The geometry in ORCA input format:
```
! wB97M-V def2-TZVPD RIJCOSX def2/J DEFGRID3
* xyz 0 1
C -0.168 1.853 0.455
C -1.512 -0.261 0.099
C -0.348 0.578 -0.273
P 1.206 -0.485 -0.434
S 1.922 -0.584 -2.220
S 2.418 0.373 1.009
S -0.320 -3.451 0.141
H -0.104 1.621 1.506
H 0.830 2.251 0.253
H -0.880 2.569 0.229
H -1.431 -0.547 1.096
H -1.311 -1.226 -0.367
H -2.509 0.187 -0.064
H -0.495 0.628 -1.356
H 3.506 -0.440 0.949
H -0.803 -3.066 -1.024
*
```

=====

--- 2 ---
DFT (the ωB97M-V functional and the def2-TZVPD basis) results for an isolated molecule of C3H9PS3.

For the gap between HOMO and LUMO, the calculation gives 9.41 eV.

The geometry in ORCA input format:
```
! wB97M-V def2-TZVPD RIJCOSX def2/J DEFGRID3
* xyz 0 1
C 1.752 -1.399 -0.751
C 0.518 -0.984 -1.468
P -0.649 -0.425 0.067
S -0.634 -1.517 1.678
S -2.543 -0.354 -0.886
S -0.121 1.586 0.137
C -0.636 2.079 1.838
H 1.618 -2.106 0.138
H 2.376 -1.932 -1.303
H 2.199 -0.526 -0.488
H -0.084 -1.768 -1.787
H 0.400 -0.016 -2.084
H -2.188 0.844 -1.419
H 0.036 2.752 2.209
H -0.464 1.293 2.438
H -1.581 2.474 1.679
*
```

=====

What is the stability order? It is 2, 1, from most stable to least stable.

=====

--- 1 ---
DFT (the ωB97M-V functional and the def2-TZVPD basis) results for an isolated molecule of C4H8N2O2.

For the gap between HOMO and LUMO, the calculation gives 8.18 eV.

The geometry in ORCA input format:
```
! wB97M-V def2-TZVPD RIJCOSX def2/J DEFGRID3
* xyz 0 1
C -1.908 -0.380 0.385
C -0.650 0.106 0.662
N 0.292 0.413 -0.528
N 0.542 1.775 -0.698
O -0.130 -0.251 -1.708
C 1.658 -0.363 0.169
C 0.933 -1.205 1.031
O 2.716 0.130 -0.034
H -2.712 -0.089 1.044
H -2.049 -1.318 -0.141
H -0.537 0.921 1.363
H 1.391 1.868 -1.251
H -0.249 2.193 -1.181
H -1.113 -0.264 -1.577
H 1.442 -1.548 1.926
H 0.373 -1.989 0.538
*
```

=====

--- 2 ---
DFT (the ωB97M-V functional and the def2-TZVPD basis) results for an isolated molecule of C4H8N2O2.

For the gap between HOMO and LUMO, the calculation gives 10.34 eV.

The geometry in ORCA input format:
```
! wB97M-V def2-TZVPD RIJCOSX def2/J DEFGRID3
* xyz 0 1
C -1.464 -1.239 -0.712
C -0.448 -1.057 0.375
O -0.430 -1.673 1.429
C 0.723 -0.112 0.065
C 2.016 -0.769 -0.302
N 0.573 1.165 0.144
O -0.787 1.411 0.556
N -1.003 2.816 0.671
H -1.832 -2.268 -0.696
H -2.299 -0.555 -0.547
H -1.025 -1.044 -1.693
H 2.392 -1.330 0.558
H 2.754 -0.019 -0.595
H 1.853 -1.461 -1.132
H -0.160 3.162 0.211
H -0.864 2.971 1.668
*
```

=====

--- 3 ---
DFT (the ωB97M-V functional and the def2-TZVPD basis) results for a structure of composition C4H8N2O2.

For the gap between HOMO and LUMO, the calculation gives 9.28 eV.

The geometry in ORCA input format:
```
! wB97M-V def2-TZVPD RIJCOSX def2/J DEFGRID3
* xyz 0 1
C 0.057 0.807 -0.135
C 0.935 -2.082 -0.418
C -1.267 1.918 -0.475
C 1.026 -0.820 0.394
N -2.235 1.538 0.338
O -0.481 -0.280 0.564
N 1.932 -0.427 1.160
O -1.170 2.832 -1.240
H -2.050 0.646 0.831
H -3.146 1.965 0.302
H 2.696 -1.081 1.276
H 0.657 1.500 0.456
H 0.311 0.693 -1.194
H 1.457 -2.888 0.096
H -0.095 -2.401 -0.553
H 1.374 -1.921 -1.402
*
```

=====

--- 4 ---
DFT (the ωB97M-V functional and the def2-TZVPD basis) results for a structure of composition C4H8N2O2.

For the gap between HOMO and LUMO, the calculation gives 8.69 eV.

The geometry in ORCA input format:
```
! wB97M-V def2-TZVPD RIJCOSX def2/J DEFGRID3
* xyz 0 1
C -1.629 0.760 -0.596
N -0.719 -0.331 -0.353
C 0.295 -0.311 0.779
C 1.270 0.594 0.180
N 0.739 -1.598 1.198
C 2.130 1.368 -0.396
O -0.934 -1.527 -1.072
O 0.204 0.677 1.659
H -1.675 -1.968 -0.625
H 0.205 -1.880 2.010
H 0.707 -2.294 0.464
H -1.384 1.614 0.030
H -2.651 0.451 -0.357
H -1.570 1.054 -1.646
H 2.602 2.172 0.155
H 2.408 1.217 -1.430
*
```

=====

What is the stability order? It is 3, 2, 4, 1, from most stable to least stable.

=====

--- 1 ---
DFT (the ωB97M-V functional and the def2-TZVPD basis) results for a cluster of 2 separate species, C3H2O3 in total.

For the gap between HOMO and LUMO, the calculation gives 10.45 eV.

The geometry in ORCA input format:
```
! wB97M-V def2-TZVPD RIJCOSX def2/J DEFGRID3
* xyz 0 1
C 2.261 0.911 -0.070
C -1.589 -0.767 -0.105
C -1.164 0.635 -0.203
O 2.969 0.149 -0.578
O 1.491 1.629 0.407
O -0.522 -0.060 0.623
H -2.404 -1.035 0.525
H -1.043 -1.463 -0.599
*
```

=====

--- 2 ---
DFT (the ωB97M-V functional and the def2-TZVPD basis) results for an isolated molecule of C3H2O3.

For the gap between HOMO and LUMO, the calculation gives 8.85 eV.

The geometry in ORCA input format:
```
! wB97M-V def2-TZVPD RIJCOSX def2/J DEFGRID3
* xyz 0 1
O -1.737 -0.274 1.093
C -0.898 0.539 0.802
C -0.053 0.355 -0.457
O -0.170 1.088 -1.410
C 0.948 -0.799 -0.474
O 1.224 -1.406 0.528
H -0.735 1.472 1.375
H 1.422 -0.976 -1.458
*
```

=====

--- 3 ---
DFT (the ωB97M-V functional and the def2-TZVPD basis) results for a cluster of 2 separate species, C3H2O3 in total.

For the gap between HOMO and LUMO, the calculation gives 8.98 eV.

The geometry in ORCA input format:
```
! wB97M-V def2-TZVPD RIJCOSX def2/J DEFGRID3
* xyz 0 1
O -2.389 0.076 0.740
C -1.268 0.097 0.867
C 0.202 0.504 -1.003
O -0.399 1.270 -1.658
C 1.025 -0.331 -0.369
O 1.242 -0.223 0.972
H 0.308 -0.140 1.341
H 1.279 -1.252 -0.890
*
```

=====

What is the stability order? It is 2, 3, 1, from most stable to least stable.

=====

--- 1 ---
DFT (the ωB97M-V functional and the def2-TZVPD basis) results for an isolated molecule of C3H2O3.

For the gap between HOMO and LUMO, the calculation gives 8.48 eV.

The geometry in ORCA input format:
```
! wB97M-V def2-TZVPD RIJCOSX def2/J DEFGRID3
* xyz 0 1
O 1.662 -0.636 -1.515
C 0.870 -0.754 -0.617
C -0.295 0.234 -0.465
O -0.868 0.725 -1.405
C -0.684 0.578 0.969
O -0.113 0.070 1.903
H 0.931 -1.558 0.138
H -1.498 1.320 1.077
*
```

=====

--- 2 ---
DFT (the ωB97M-V functional and the def2-TZVPD basis) results for an isolated molecule of C3H2O3.

For the gap between HOMO and LUMO, the calculation gives 11.58 eV.

The geometry in ORCA input format:
```
! wB97M-V def2-TZVPD RIJCOSX def2/J DEFGRID3
* xyz 0 1
O 0.912 -0.607 -0.725
C -0.411 -0.798 -0.219
C -0.591 0.737 -0.254
O -1.315 1.627 -0.543
C 0.772 0.352 0.369
O 0.064 -0.611 1.157
H -1.012 -1.652 -0.528
H 1.622 0.902 0.772
*
```

=====

--- 3 ---
DFT (the ωB97M-V functional and the def2-TZVPD basis) results for an isolated molecule of C3H2O3.

For the gap between HOMO and LUMO, the calculation gives 8.34 eV.

The geometry in ORCA input format:
```
! wB97M-V def2-TZVPD RIJCOSX def2/J DEFGRID3
* xyz 0 1
O -1.868 1.458 -0.102
C -0.832 0.890 -0.419
C -0.019 0.126 0.557
O -0.010 0.342 1.772
C 0.838 -0.958 0.035
O 0.954 -1.256 -1.148
H -0.496 0.919 -1.448
H 1.433 -1.522 0.752
*
```

=====

What is the stability order? It is 1, 3, 2, from most stable to least stable.

=====

--- 1 ---
DFT (the ωB97M-V functional and the def2-TZVPD basis) results for a structure of composition C3H2O3.

For the gap between HOMO and LUMO, the calculation gives 10.46 eV.

The geometry in ORCA input format:
```
! wB97M-V def2-TZVPD RIJCOSX def2/J DEFGRID3
* xyz 0 1
C 0.693 -0.423 -0.467
C -0.413 -0.384 0.480
C -2.046 -0.268 -0.505
O 1.773 -0.124 -0.077
O -1.431 -1.241 0.169
O -1.179 0.760 -0.126
H 0.352 -0.685 -1.475
H -0.087 -0.382 1.580
*
```

=====

--- 2 ---
DFT (the ωB97M-V functional and the def2-TZVPD basis) results for an isolated molecule of C3H2O3.

For the gap between HOMO and LUMO, the calculation gives 9.15 eV.

The geometry in ORCA input format:
```
! wB97M-V def2-TZVPD RIJCOSX def2/J DEFGRID3
* xyz 0 1
O -2.522 -0.659 0.412
C -1.399 -0.721 0.115
C -0.139 -0.552 -0.038
O 0.986 -1.302 -0.067
C 0.325 1.036 0.051
O -0.246 2.050 -0.179
H 1.587 -0.759 -0.624
H 1.407 0.909 0.330
*
```

=====

--- 3 ---
DFT (the ωB97M-V functional and the def2-TZVPD basis) results for a structure of composition C3H2O3.

For the gap between HOMO and LUMO, the calculation gives 8.15 eV.

The geometry in ORCA input format:
```
! wB97M-V def2-TZVPD RIJCOSX def2/J DEFGRID3
* xyz 0 1
O -0.846 1.166 1.575
C -0.944 0.595 0.420
C -0.096 -0.602 0.100
O -0.358 -1.698 0.541
C 1.027 -0.394 -0.910
O 1.304 0.703 -1.323
H -1.649 1.549 0.795
H 1.562 -1.319 -1.198
*
```

=====

--- 4 ---
DFT (the ωB97M-V functional and the def2-TZVPD basis) results for an isolated molecule of C3H2O3.

For the gap between HOMO and LUMO, the calculation gives 8.85 eV.

The geometry in ORCA input format:
```
! wB97M-V def2-TZVPD RIJCOSX def2/J DEFGRID3
* xyz 0 1
O -1.922 -0.064 0.986
C -0.888 0.526 0.808
C -0.100 0.328 -0.490
O -0.308 0.984 -1.481
C 0.973 -0.757 -0.470
O 1.243 -1.340 0.549
H -0.478 1.251 1.537
H 1.478 -0.929 -1.439
*
```

=====

What is the stability order? It is 4, 2, 1, 3, from most stable to least stable.